No. 1
Here is one molecule with the formula C5H10N2 from the Open Molecules 2025 dataset. Energies are from ωB97M-V/def2-TZVPD.

Results
Multiplicity = 1
Energy relative to the best compared isomer or geometry (same formula, charge and spin) = 317.5 kJ/mol
HOMO = -9.16 eV

Cartesian coordinates (Å):
1 C 0.59081 1.87215 -0.21907
2 C 0.32271 0.80801 -1.27583
3 N 1.00801 -0.54331 -1.25081
4 C -0.36368 -0.40625 -0.84028
5 C -0.90216 -0.52135 0.55434
6 C -0.84040 -1.80121 1.28657
7 N 0.00802 -0.67251 1.67831
8 H 1.29193 2.64241 -0.55479
9 H 0.95536 1.46035 0.72875
10 H -0.36325 2.36671 0.00733
11 H 0.22978 1.15574 -2.29346
12 H 1.88211 -0.12253 -1.02675
13 H -1.01040 -0.85210 -1.60144
14 H -1.74876 0.14271 0.73722
15 H -1.62655 -2.05517 1.99346
16 H -0.37073 -2.64803 0.79041
17 H 0.93719 -0.82566 1.28605

Results of the Löwdin charge analysis, in e, for atoms 1 through 6: C -0.056; C -0.306; N 0.052; C -0.284; C -0.304; C -0.137

No. 2
Here is C34H34GeN4O5RuS as an isolated structure from the Open Molecules 2025 dataset. Energies are from ωB97M-V/def2-TZVPD.

Results
Multiplicity = 6
Energy relative to the best compared isomer or geometry (same formula, charge and spin) = 12.4 kJ/mol
Total charge = +3
HOMO (spin up / spin down) = -16.24 / -16.42 eV

Cartesian coordinates (Å):
1 Ru -0.75081 0.85298 0.12773
2 N -0.36497 -1.31144 1.20295
3 C -1.10645 -1.38687 2.44766
4 C -0.83017 -2.29523 3.42832
5 C -1.63200 -2.36331 4.58748
6 C -2.71725 -1.54840 4.72465
7 C -3.02312 -0.59747 3.72302
8 C -4.14017 0.26488 3.78673
9 C -4.36341 1.16468 2.78078
10 C -3.44999 1.23279 1.72221
11 N -2.39560 0.44141 1.62791
12 C -2.18451 -0.49711 2.59428
13 H 0.57022 -1.67627 1.34648
14 H -0.81223 -1.89613 0.49690
15 H -0.00347 -2.98732 3.31385
16 H -1.39309 -3.08816 5.35306
17 H -3.35422 -1.61814 5.59696
18 H -4.81281 0.20257 4.63341
19 H -5.21654 1.82757 2.79076
20 H -3.58596 1.95834 0.92837
21 C -1.84706 4.55998 -0.98056
22 C -2.21849 3.32519 -1.71877
23 N -1.85721 2.08369 -1.41870
24 C -2.41910 1.25678 -2.37134
25 C -3.13147 2.00855 -3.25552
26 N -2.98719 3.29848 -2.82221
27 C -3.94302 1.77259 -4.49633
28 O -4.06467 0.53289 -4.91365
29 O -4.41175 2.73251 -5.03888
30 C -2.17170 -0.19485 -2.29007
31 O -2.62208 -0.97672 -3.10581
32 O -1.40905 -0.55930 -1.28301
33 H -1.29554 4.29315 -0.08120
34 H -2.73557 5.12467 -0.69754
35 H -1.22449 5.20809 -1.59841
36 H -3.41840 4.07722 -3.31039
37 H -3.62143 -0.11221 -4.32197
38 C 1.16682 1.11780 -2.66935
39 Ge 1.29345 -0.22196 -1.27312
40 C 2.81808 0.05620 -0.10470
41 C 4.01695 0.31615 -0.77416
42 C 5.19828 0.48294 -0.05981
43 C 5.19215 0.38641 1.32504
44 C 4.00260 0.13214 1.99879
45 C 2.82011 -0.03130 1.28843
46 C 1.04290 -2.03655 -2.00135
47 C 0.29474 -2.08081 -3.18968
48 C 0.04553 -3.26325 -3.85861
49 C 0.54837 -4.45994 -3.34902
50 C 1.31813 -4.46490 -2.17693
51 C 1.85208 -5.67203 -1.69236
52 C 2.65497 -5.70456 -0.54254
53 C 2.92135 -4.52976 0.12740
54 C 2.39331 -3.31648 -0.33315
55 C 1.57917 -3.24431 -1.48498
56 H 2.02548 0.95388 -3.32790
57 H 1.25104 2.11760 -2.24676
58 H 0.25747 1.04839 -3.26232
59 H 4.04891 0.39455 -1.85615
60 H 6.12091 0.68431 -0.58783
61 H 6.11332 0.50823 1.87917
62 H 3.99668 0.05975 3.07932
63 H 1.90450 -0.21302 1.83831
64 H -0.11189 -1.17056 -3.60802
65 H -0.53853 -3.26110 -4.76878
66 H 0.35055 -5.39355 -3.86239
67 H 1.64034 -6.59140 -2.22590
68 H 3.06047 -6.64463 -0.19358
69 H 3.55093 -4.53581 1.00705
70 H 2.65200 -2.41328 0.20255
71 C 2.49422 3.57872 1.55026
72 S 1.29398 2.60357 2.43044
73 C 0.41813 3.88789 3.29017
74 O 0.29033 2.15825 1.33654
75 H 1.98351 4.34552 0.97003
76 H 3.05694 2.89853 0.91356
77 H 3.16214 4.03037 2.28542
78 H 1.10207 4.31329 4.02659
79 H -0.41788 3.41859 3.80503
80 H 0.08017 4.64604 2.58614

Results of the Löwdin charge analysis, in e, for atoms 1 through 6: Ru 1.375; N 0.041; C -0.227; C 0.009; C -0.027; C 0.012

No. 3
Here is a 2-piece molecular cluster, C4H13N3O overall from the Open Molecules 2025 dataset. Energies are from ωB97M-V/def2-TZVPD.

Results
Multiplicity = 1
Energy relative to the best compared isomer or geometry (same formula, charge and spin) = 346.8 kJ/mol
HOMO = -7.76 eV

Cartesian coordinates (Å):
1 C -1.90877 0.74424 0.92879
2 N -0.01342 -0.02818 -1.22278
3 N -0.75426 -1.11809 -1.70667
4 N -1.87643 -0.61171 1.39103
5 O -1.30703 1.55599 1.91100
6 H -1.22794 2.44281 1.52627
7 H 0.01620 0.78883 -1.83118
8 H -2.94229 1.06459 0.77360
9 H -0.67926 -1.88162 -1.02870
10 H -1.75015 -0.88562 -1.66722
11 H -0.88943 -0.85393 1.48725
12 H -2.25352 -0.64351 2.33684
13 C 2.11220 0.88995 -0.17236
14 C 1.37636 -0.31900 -0.68658
15 C 1.95482 -1.52452 -0.63988
16 H -1.18276 0.82385 -0.06596
17 H 2.26730 1.63285 -0.96164
18 H 3.09231 0.64519 0.25400
19 H 1.54047 1.36500 0.63298
20 H 1.48971 -2.40903 -1.06302
21 H 2.93586 -1.67809 -0.19574

Results of the Löwdin charge analysis, in e, for atoms 1 through 6: C -0.406; N -0.149; N -0.003; N 0.012; O -0.094; H 0.081

No. 4
Here is one molecule with the formula CH6N2O from the Open Molecules 2025 dataset. Energies are from ωB97M-V/def2-TZVPD.

Results
Multiplicity = 1
Energy relative to the best compared isomer or geometry (same formula, charge and spin) = 235.3 kJ/mol
HOMO = -9.16 eV

Cartesian coordinates (Å):
1 C -0.75492 -0.53710 -0.06943
2 N 1.35608 0.73113 0.02201
3 N 0.54624 -0.34554 0.51086
4 O -1.48407 0.76354 0.14272
5 H -0.70956 -0.67040 -1.16418
6 H -1.37484 -1.29161 0.36073
7 H 1.51504 0.86708 -0.93609
8 H 0.74878 1.45772 0.39279
9 H 1.03479 -1.30074 0.54442
10 H -1.71635 0.67809 1.02357

Results of the Löwdin charge analysis, in e, for atoms 1 through 6: C -0.243; N 0.000; N -0.170; O -0.076; H 0.113; H 0.104

No. 5
Here is C39H44AsW as an isolated structure from the Open Molecules 2025 dataset. Energies are from ωB97M-V/def2-TZVPD.

Results
Multiplicity = 3
Total charge = +1
HOMO (spin up / spin down) = -10.85 / -10.88 eV

Cartesian coordinates (Å):
1 C 0.60648 -2.76993 -0.61317
2 C 1.50058 -1.96363 -1.41127
3 C 0.93688 -1.85263 -2.72587
4 C -0.31102 -2.57553 -2.75217
5 C -0.50232 -3.15663 -1.45367
6 W -0.48622 -0.77273 -1.07807
7 C -2.79022 0.42247 -1.45707
8 C -2.48972 0.05657 -0.14027
9 H -2.26012 0.86097 0.56853
10 C -2.23872 -1.30973 0.24053
11 H -2.87452 -2.08603 -0.20327
12 H -1.99772 -1.49313 1.29453
13 C -2.92712 1.88757 -1.79697
14 H -2.32862 2.51517 -1.11797
15 H -2.59842 2.09367 -2.82897
16 H -3.99102 2.18897 -1.71517
17 C -3.45652 -0.52883 -2.43107
18 H -3.33032 -1.58793 -2.15697
19 H -4.54462 -0.31273 -2.45897
20 H -3.07942 -0.38673 -3.45767
21 C 2.83218 -1.41503 -0.97917
22 H 2.83068 -1.14763 0.08913
23 H 3.63278 -2.16043 -1.14617
24 H 3.08638 -0.50783 -1.55057
25 C 1.64638 -1.26473 -3.91117
26 H 2.16518 -0.32853 -3.65257
27 H 2.39888 -1.99003 -4.27607
28 H 0.95458 -1.04433 -4.73667
29 C -1.14702 -2.84483 -3.97257
30 H -1.14522 -1.98783 -4.66547
31 H -0.75472 -3.71813 -4.52877
32 H -2.19412 -3.06523 -3.70957
33 C -1.57292 -4.14743 -1.09557
34 H -2.53192 -3.91623 -1.58907
35 H -1.26962 -5.15953 -1.42477
36 H -1.74662 -4.18633 -0.00907
37 C 0.85258 -3.20963 0.80443
38 H -0.09252 -3.44853 1.31833
39 H 1.49098 -4.11333 0.83123
40 H 1.35808 -2.41993 1.38343
41 C -0.09002 0.88477 -2.47697
42 C 0.57108 2.05407 -2.02587
43 C -0.37882 0.83167 -3.86227
44 C 0.91928 3.09717 -2.90097
45 H 0.82088 2.16037 -0.96467
46 C -0.03792 1.86567 -4.74637
47 H -0.88532 -0.04993 -4.27537
48 C 0.61748 3.00967 -4.26697
49 H 1.42888 3.98517 -2.50837
50 H -0.28252 1.77667 -5.81167
51 H 0.88848 3.82207 -4.95037
52 C 0.35818 4.81547 3.83613
53 C 0.67958 4.77017 2.47933
54 C 0.63288 3.55837 1.78413
55 C 0.25968 2.36697 2.42893
56 C -0.03682 2.42917 3.81423
57 C 0.00558 3.64377 4.50253
58 As 0.20248 0.70697 1.30823
59 C 2.14078 0.66317 1.68483
60 C 3.10028 1.21047 0.81903
61 C 4.45838 1.18767 1.16753
62 C 4.86678 0.63647 2.38593
63 C 3.91918 0.11407 3.26343
64 C 2.56978 0.13617 2.91963
65 C -0.88892 -0.19233 2.75423
66 C -0.46332 -1.37953 3.38703
67 C -1.25042 -2.01463 4.35173
68 C -2.48312 -1.47643 4.71203
69 C -2.92622 -0.29773 4.11303
70 C -2.13942 0.34127 3.14763
71 H 0.38948 5.75427 4.37183
72 H 0.95778 5.67807 1.96293
73 H 0.87928 3.55807 0.73673
74 H -0.29592 1.56197 4.39653
75 H -0.23502 3.67547 5.55843
76 H 2.80898 1.64767 -0.12067
77 H 5.19668 1.60177 0.49523
78 H 5.91468 0.62197 2.65793
79 H 4.22768 -0.29683 4.21823
80 H 1.86818 -0.24593 3.63783
81 H 0.47288 -1.83903 3.15403
82 H -0.90412 -2.92893 4.81853
83 H -3.09302 -1.97343 5.45663
84 H -3.88272 0.12017 4.39723
85 H -2.51332 1.25397 2.70473

Results of the Löwdin charge analysis, in e, for atoms 1 through 6: C -0.308; C -0.306; C -0.279; C -0.255; C -0.285; W 1.452

No. 6
Here is a 2-piece molecular cluster, C28H22N3O2 overall from the Open Molecules 2025 dataset. Energies are from ωB97M-V/def2-TZVPD.

Results
Multiplicity = 1
Energy relative to the best compared isomer or geometry (same formula, charge and spin) = 33.4 kJ/mol
Total charge = -1
HOMO = -3.29 eV

Cartesian coordinates (Å):
1 C 1.92791 3.20478 0.99059
2 C 0.55228 2.77428 1.33735
3 C 0.23621 2.76013 2.70773
4 N 0.07102 2.78297 3.87469
5 C -0.39364 2.29620 0.39500
6 C -0.13526 2.32997 -1.01351
7 C -1.08196 1.89740 -1.92950
8 C -2.31309 1.39360 -1.48984
9 C -3.29626 0.97297 -2.44645
10 N -4.10414 0.63012 -3.22071
11 C -2.57402 1.30636 -0.11831
12 C -1.64458 1.75057 0.81177
13 H 2.13752 3.22554 -0.07858
14 H 2.10360 4.20447 1.40901
15 H 2.64515 2.52023 1.47066
16 H 0.82488 2.71000 -1.38004
17 H -0.87082 1.94720 -3.00072
18 H -3.51915 0.88801 0.22081
19 H -1.86469 1.67206 1.87804
20 O 5.00800 7.57437 0.38494
21 C 4.68948 8.46063 1.20706
22 O 4.34505 9.65896 1.14703
23 C 4.62989 7.94106 2.68963
24 C 5.15318 8.94585 3.74345
25 C 3.93516 9.36351 4.48359
26 C 2.82227 8.64859 4.00786
27 C 1.56023 8.83392 4.56613
28 C 1.42545 9.71865 5.64227
29 C 2.53854 10.43125 6.12474
30 C 3.80361 10.24354 5.55796
31 N 3.20647 7.81123 2.95840
32 C 2.42567 7.05031 2.16661
33 C 1.09701 6.66104 2.45550
34 C 0.07740 6.73812 1.52256
35 C -1.32606 6.70308 1.85083
36 C -2.29913 7.18145 0.92602
37 C -3.64664 7.24476 1.27731
38 C -4.06977 6.82814 2.54987
39 C -3.12573 6.34901 3.46792
40 C -1.77520 6.27348 3.12747
41 H 5.14950 6.97852 2.73318
42 H 5.84099 8.40076 4.41043
43 H 5.69698 9.78186 3.28029
44 H 0.70964 8.29792 4.16060
45 H 0.45337 9.85613 6.12031
46 H 2.41719 11.12637 6.95810
47 H 4.68587 10.75825 5.93871
48 H 2.92567 6.67283 1.26106
49 H 0.88029 6.27525 3.46251
50 H 0.35036 6.96686 0.48541
51 H -1.95260 7.51831 -0.05658
52 H -4.37106 7.61687 0.55094
53 H -5.12744 6.87186 2.81420
54 H -3.44313 6.02592 4.45862
55 H -1.05004 5.87712 3.84664

Results of the Löwdin charge analysis, in e, for atoms 1 through 6: C -0.085; C -0.320; C -0.304; N 0.073; C -0.215; C -0.047

So what do the calculations give for E? Going down the list: -305.90292 -4480.33169 -399.61518 -226.37794 -3815.07743 -1394.92524 hartree.
So what do the calculations give for strongest force on any atom? Going down the list: 2.4 0.4 4.2 3.7 1.8 3.5 eV/A.